{
  "formula": "C5H10NO",
  "method": "wB97M-V/def2-TZVPD",
  "symbols": ["C", "C", "C", "C", "C", "N", "O", "H", "H", "H", "H", "H", "H", "H", "H", "H", "H"],
  "coordinates": [[1.73146, -0.93013, 1.06155], [0.54600, -0.45457, 1.51682], [0.11601, -0.17115, -2.41762], [-0.76741, 0.21481, -1.37059], [0.07439, 0.92970, 1.42755], [-1.16759, 1.21055, 1.74053], [-1.02642, -1.05790, -2.15169], [1.88669, -1.94237, 1.26000], [2.50747, -0.25099, 0.81736], [-0.21643, -0.96326, 2.08626], [-0.01883, 0.38264, -3.40371], [1.16640, -0.59248, -2.51938], [-1.60869, 0.81336, -1.87557], [0.71990, 1.79597, 1.47612], [-0.77980, -1.67506, -1.41619], [-1.40073, 2.19585, 1.83778], [-1.76244, 0.49503, 1.93078]],
  "mulliken_charge": [-0.78, 0.00, -0.07, -0.52, 0.05, -0.21, -0.25, 0.32, 0.30, 0.27, 0.21, 0.20, 0.18, 0.40, 0.40, 0.27, 0.21],
  "e_above_lowest_ev": 6.885,
  "lumo_ev": [-5.01, -5.01],
  "homo_energy_ha": [-0.4307, -0.4307],
  "total_charge": 1,
  "gap_ha": [0.2466, 0.2466]
}